1.
An isolated molecule of CH2BrN2OP, computed with ωB97M-V/def2-TZVPD.

Geometry as XYZ:
```
8
Properties=species:S:1:pos:R:3:nbo_charge:R:1
C 1.33 -0.03 -0.02 0.07
N 0.17 0.98 0.16 0.02
N -0.90 0.58 -0.14 -0.42
O 0.98 -1.05 -0.69 -0.69
P -1.85 -0.48 -0.83 0.89
Br -3.22 -0.67 0.94 -0.21
H 1.93 0.86 -0.39 0.18
H 1.57 -0.19 0.98 0.16
```

Results
Total charge = 0
2S+1 = 1

***

2.
An isolated molecule of CH2BrN3, computed with ωB97M-V/def2-TZVPD.

Geometry as XYZ:
```
7
Properties=species:S:1:pos:R:3:nbo_charge:R:1
N -0.10 0.90 -2.39 -0.29
C 0.11 0.57 -1.32 0.35
N 0.60 0.17 -0.13 -0.37
N -0.53 0.20 1.14 -0.64
Br 1.54 -1.55 -0.18 0.20
H -0.13 -0.27 1.96 0.38
H -1.49 -0.03 0.92 0.37
```

Results
Total charge = 0
SMILES = N#CN(N)Br
2S+1 = 1

***

| no. | E_tot (a.u.) | HOMO energy (Eh) | LUMO (eV) |
| --- | --- | --- | --- |
| 1 | -3139.3044 | -0.3357 | -1.9 |
| 2 | -2777.4488 | -0.3729 | -1.3 |